No. 1
Below is a 12-piece molecular cluster, C32H92N4O20 overall at a distorted geometry, with properties calculated with wB97M-V/def2-TZVPD.

Each line ends with the Löwdin charge.
Atoms and positions in Å:
1 C 2.627 -2.603 -1.404  -0.069
2 O 1.464 -2.157 -0.686  -0.191
3 C 1.371 -0.812 -0.369  -0.207
4 C 0.001 -0.379 0.237  -0.365
5 C -1.221 -0.394 -0.658  -0.034
6 N 0.116 0.983 0.780  0.076
7 H 3.518 -2.275 -0.869  0.065
8 H 2.728 -2.187 -2.407  0.093
9 H 2.567 -3.692 -1.402  0.075
10 H 2.234 -0.510 0.225  0.106
11 H 1.525 -0.210 -1.264  0.107
12 H -0.233 -1.042 1.070  0.115
13 H -2.116 -0.201 -0.066  0.083
14 H -1.326 -1.393 -1.081  0.049
15 H -1.064 0.118 -1.607  0.090
16 H 0.521 1.030 1.704  0.021
17 H -0.770 1.443 0.932  0.048
18 C -0.666 -2.083 3.810  -0.077
19 O -1.095 -0.728 3.853  -0.240
20 C -2.473 -0.468 3.469  -0.133
21 C -2.888 1.007 3.631  -0.385
22 C -4.370 1.178 3.315  -0.057
23 N -2.112 1.966 2.852  0.072
24 H -1.122 -2.651 4.620  0.095
25 H 0.359 -2.059 4.179  0.073
26 H -0.799 -2.563 2.840  0.081
27 H -2.599 -0.882 2.468  0.124
28 H -3.080 -1.058 4.155  0.127
29 H -2.847 1.200 4.703  0.140
30 H -4.663 0.935 2.293  0.080
31 H -4.689 2.220 3.346  0.065
32 H -5.022 0.596 3.967  0.083
33 H -1.150 1.872 3.143  0.045
34 H -2.412 2.884 3.149  0.061
35 C 3.916 5.430 4.695  -0.106
36 O 3.276 6.457 3.977  -0.184
37 C 2.215 6.088 3.127  -0.199
38 C 0.991 5.532 3.842  -0.402
39 C -0.001 4.856 2.836  -0.062
40 N 0.212 6.572 4.523  0.039
41 H 4.643 5.847 5.392  0.089
42 H 4.406 4.753 3.995  0.087
43 H 3.202 4.947 5.361  0.074
44 H 1.895 6.951 2.544  0.128
45 H 2.667 5.447 2.370  0.123
46 H 1.266 4.764 4.564  0.119
47 H -0.323 5.463 1.990  0.075
48 H -0.943 4.584 3.313  0.054
49 H 0.423 3.921 2.471  0.061
50 H -0.701 6.183 4.712  0.059
51 H 0.092 7.352 3.892  0.068
52 C -3.001 -3.285 -2.202  -0.129
53 O -2.738 -4.079 -3.291  -0.167
54 C -1.753 -3.506 -4.138  -0.201
55 C -1.585 -4.290 -5.414  -0.453
56 C -0.624 -3.552 -6.344  -0.060
57 N -2.791 -4.474 -6.187  0.049
58 H -3.769 -3.815 -1.637  0.098
59 H -3.404 -2.323 -2.519  0.092
60 H -2.119 -3.136 -1.579  0.057
61 H -1.907 -2.472 -4.449  0.108
62 H -0.786 -3.564 -3.637  0.130
63 H -1.256 -5.299 -5.166  0.136
64 H -0.271 -4.077 -7.232  0.083
65 H 0.306 -3.300 -5.836  0.074
66 H -1.018 -2.565 -6.589  0.060
67 H -2.948 -3.588 -6.647  0.058
68 H -3.487 -4.421 -5.456  0.061
69 O -3.536 1.543 -1.983  -0.087
70 C -4.906 1.652 -2.242  -0.244
71 C -5.337 3.020 -2.791  -0.194
72 O -4.617 3.360 -3.968  -0.062
73 H -3.335 2.054 -1.195  0.021
74 H -5.106 0.815 -2.911  0.113
75 H -5.360 1.443 -1.273  0.121
76 H -5.170 3.730 -1.981  0.107
77 H -6.414 2.961 -2.948  0.128
78 H -3.686 3.572 -3.867  0.107
79 O 0.678 1.322 3.635  -0.122
80 C 2.079 1.283 3.359  -0.189
81 C 2.903 0.788 4.632  -0.151
82 O 2.538 -0.595 4.907  -0.090
83 H 0.390 0.433 3.853  0.049
84 H 2.192 0.620 2.501  0.095
85 H 2.484 2.191 2.913  0.117
86 H 2.677 1.433 5.480  0.117
87 H 3.964 0.876 4.399  0.115
88 H 2.089 -0.745 5.742  0.095
89 O -3.862 4.598 2.430  -0.077
90 C -3.878 4.901 1.070  -0.237
91 C -2.806 4.097 0.279  -0.182
92 O -3.152 2.734 0.347  -0.101
93 H -4.727 4.794 2.796  0.095
94 H -4.907 4.719 0.759  0.117
95 H -3.722 5.975 0.963  0.114
96 H -1.840 4.320 0.731  0.103
97 H -2.819 4.371 -0.776  0.123
98 H -2.809 2.387 1.174  0.023
99 O 2.269 -4.314 3.378  -0.055
100 C 3.146 -4.110 2.285  -0.227
101 C 3.739 -2.707 2.188  -0.237
102 O 4.525 -2.328 3.299  -0.048
103 H 2.664 -3.811 4.094  0.077
104 H 3.922 -4.850 2.478  0.122
105 H 2.744 -4.335 1.297  0.102
106 H 2.911 -2.000 2.144  0.107
107 H 4.235 -2.538 1.232  0.100
108 H 3.939 -1.816 3.861  0.038
109 O 3.436 4.326 -2.949  -0.068
110 C 3.892 3.216 -2.203  -0.235
111 C 2.743 2.314 -1.613  -0.256
112 O 2.015 3.011 -0.631  -0.084
113 H 3.237 4.965 -2.261  0.078
114 H 4.446 2.594 -2.906  0.113
115 H 4.528 3.627 -1.419  0.116
116 H 3.251 1.425 -1.238  0.100
117 H 2.033 2.020 -2.386  0.117
118 H 1.478 2.322 -0.233  0.020
119 O -0.473 -5.055 1.730  -0.043
120 C -0.568 -5.020 0.362  -0.267
121 C 0.070 -6.251 -0.331  -0.192
122 O 1.444 -5.913 -0.519  -0.093
123 H 0.355 -4.605 1.914  0.054
124 H -1.624 -4.837 0.164  0.110
125 H -0.086 -4.136 -0.055  0.104
126 H -0.474 -6.356 -1.269  0.112
127 H 0.114 -7.186 0.227  0.120
128 H 1.756 -6.379 -1.299  0.080
129 O 6.982 -5.323 -2.663  -0.068
130 C 5.792 -4.629 -2.395  -0.240
131 C 6.037 -4.060 -0.983  -0.222
132 O 6.756 -2.806 -1.074  -0.071
133 H 7.602 -4.939 -3.288  0.090
134 H 5.610 -3.835 -3.119  0.124
135 H 4.937 -5.299 -2.310  0.110
136 H 6.505 -4.778 -0.310  0.123
137 H 5.044 -3.896 -0.565  0.074
138 H 7.664 -2.953 -1.348  0.076
139 O -4.716 0.990 -5.341  -0.082
140 C -3.590 0.998 -6.207  -0.230
141 C -2.696 -0.097 -5.678  -0.230
142 O -2.205 0.307 -4.385  -0.076
143 H -4.607 1.785 -4.815  0.013
144 H -3.951 0.975 -7.235  0.116
145 H -3.104 1.973 -6.177  0.119
146 H -1.876 -0.362 -6.345  0.110
147 H -3.300 -0.990 -5.515  0.104
148 H -2.956 0.534 -3.831  0.034

## Properties
charge = 0
E_LUMO = 0.0062 hartree
gap between HOMO and LUMO = 9.430 eV
F_max = 2.2 eV/A
calculated total energy = -2997.972743 Eh

***

No. 2
Below is a 11-piece molecular cluster, C32H93N15O11 overall at a distorted geometry, with properties calculated with wB97M-V/def2-TZVPD.

Each line ends with the Löwdin charge.
Atoms and positions in Å:
1 C -0.429 -3.056 -0.808  -0.075
2 O -1.614 -3.798 -0.433  -0.206
3 C -1.465 -4.975 0.361  -0.199
4 C -1.435 -6.327 -0.423  -0.388
5 C -1.678 -7.567 0.473  -0.062
6 N -0.174 -6.474 -1.234  0.028
7 H 0.354 -3.713 -1.186  0.070
8 H -0.020 -2.534 0.056  0.062
9 H -0.545 -2.254 -1.537  0.080
10 H -0.714 -4.885 1.145  0.125
11 H -2.429 -5.083 0.858  0.108
12 H -2.198 -6.278 -1.199  0.133
13 H -0.863 -7.784 1.164  0.075
14 H -1.868 -8.361 -0.249  0.071
15 H -2.657 -7.502 0.947  0.067
16 H -0.035 -5.670 -1.829  0.044
17 H 0.623 -6.478 -0.614  0.061
18 C -2.227 3.835 -3.352  -0.069
19 O -3.336 4.022 -4.235  -0.231
20 C -4.153 2.925 -4.609  -0.167
21 C -4.545 3.203 -6.110  -0.413
22 C -5.405 4.468 -6.178  -0.071
23 N -5.321 2.139 -6.752  0.020
24 H -1.615 3.012 -3.723  0.080
25 H -2.527 3.572 -2.337  0.044
26 H -1.747 4.813 -3.318  0.100
27 H -3.496 2.056 -4.651  0.112
28 H -5.034 2.867 -3.969  0.128
29 H -3.615 3.217 -6.679  0.131
30 H -5.627 4.708 -7.218  0.077
31 H -4.876 5.310 -5.731  0.058
32 H -6.298 4.439 -5.553  0.070
33 H -4.942 2.144 -7.688  0.066
34 H -5.013 1.232 -6.431  0.060
35 C 7.921 -0.043 0.201  -0.115
36 O 6.864 -0.693 -0.424  -0.191
37 C 5.708 0.067 -0.748  -0.171
38 C 4.400 -0.803 -0.736  -0.395
39 C 4.123 -1.730 -1.880  -0.063
40 N 3.212 0.064 -0.600  0.054
41 H 7.800 -0.057 1.284  0.089
42 H 7.991 0.933 -0.280  0.072
43 H 8.847 -0.588 0.018  0.085
44 H 5.485 0.697 0.113  0.108
45 H 5.821 0.655 -1.659  0.114
46 H 4.475 -1.417 0.162  0.136
47 H 4.873 -2.514 -1.776  0.080
48 H 4.343 -1.220 -2.817  0.080
49 H 3.124 -2.154 -1.987  0.074
50 H 2.935 0.114 0.370  0.025
51 H 2.459 -0.308 -1.161  0.035
52 C 1.754 -3.209 5.593  -0.129
53 O 2.974 -3.655 5.055  -0.189
54 C 3.839 -4.180 6.098  -0.142
55 C 5.081 -5.000 5.499  -0.440
56 C 4.708 -5.975 4.403  -0.080
57 N 5.642 -5.739 6.600  0.013
58 H 1.492 -3.469 6.619  0.082
59 H 0.877 -3.359 4.964  0.059
60 H 1.950 -2.142 5.701  0.082
61 H 4.251 -3.386 6.720  0.124
62 H 3.255 -4.963 6.582  0.113
63 H 5.868 -4.382 5.067  0.131
64 H 3.978 -6.708 4.748  0.077
65 H 5.584 -6.574 4.154  0.075
66 H 4.237 -5.413 3.597  0.077
67 H 4.859 -6.222 7.016  0.061
68 H 6.262 -6.456 6.252  0.066
69 C -1.503 -1.954 3.003  -0.117
70 O -1.819 -0.673 2.524  -0.176
71 C -1.256 -0.501 1.239  -0.179
72 C -1.436 0.975 0.703  -0.404
73 C -2.326 1.159 -0.489  -0.060
74 N -0.208 1.592 0.300  0.045
75 H -0.535 -2.024 3.501  0.083
76 H -1.663 -2.756 2.281  0.071
77 H -2.193 -2.150 3.823  0.077
78 H -0.246 -0.910 1.278  0.109
79 H -1.758 -1.111 0.487  0.091
80 H -1.735 1.633 1.519  0.132
81 H -2.483 2.208 -0.743  0.050
82 H -3.339 0.761 -0.442  0.077
83 H -1.857 0.662 -1.338  0.082
84 H 0.165 0.989 -0.419  0.041
85 H -0.562 2.384 -0.219  0.064
86 C 7.598 4.387 -0.876  -0.077
87 O 6.248 4.389 -1.401  -0.188
88 C 5.254 3.848 -0.582  -0.223
89 C 3.922 3.565 -1.328  -0.443
90 C 2.800 3.280 -0.343  -0.061
91 N 4.126 2.542 -2.278  0.050
92 H 8.090 5.008 -1.624  0.084
93 H 7.980 3.368 -0.830  0.072
94 H 7.848 4.964 0.014  0.082
95 H 5.561 2.931 -0.079  0.111
96 H 4.978 4.626 0.130  0.120
97 H 3.708 4.511 -1.824  0.133
98 H 2.957 2.450 0.346  0.049
99 H 1.867 3.027 -0.847  0.060
100 H 2.610 4.126 0.317  0.077
101 H 5.071 2.723 -2.587  0.071
102 H 4.061 1.671 -1.769  0.020
103 C -4.175 5.178 -0.431  -0.172
104 O -4.226 6.509 -0.574  -0.155
105 C -5.495 7.119 -0.736  -0.203
106 C -6.360 6.612 -1.842  -0.401
107 C -5.600 6.477 -3.251  -0.037
108 N -7.614 7.359 -2.144  0.041
109 H -4.911 4.726 0.233  0.100
110 H -3.174 4.897 -0.102  0.093
111 H -4.273 4.704 -1.408  0.064
112 H -6.130 7.086 0.150  0.124
113 H -5.275 8.175 -0.893  0.131
114 H -6.594 5.589 -1.547  0.123
115 H -6.124 5.777 -3.903  0.048
116 H -4.645 5.998 -3.038  0.051
117 H -5.432 7.417 -3.777  0.086
118 H -8.289 6.608 -2.105  0.062
119 H -7.559 7.547 -3.135  0.049
120 N -2.149 -6.936 4.686  0.152
121 C -1.940 -5.627 4.767  -0.788
122 N -2.819 -5.049 5.444  0.187
123 O -0.930 -5.152 4.231  0.011
124 H -1.374 -7.538 4.447  0.118
125 H -3.086 -7.234 4.916  0.101
126 H -3.538 -5.551 5.945  0.129
127 H -2.599 -4.068 5.538  0.128
128 N 0.174 -0.030 -4.514  0.180
129 C 0.755 0.443 -3.501  -0.829
130 N 1.449 1.517 -3.783  0.192
131 O 0.602 0.136 -2.365  0.042
132 H 0.515 -0.019 -5.464  0.121
133 H -0.787 -0.337 -4.459  0.125
134 H 2.124 1.711 -3.056  0.069
135 H 1.521 1.888 -4.719  0.113
136 N -5.912 -1.486 -0.183  0.141
137 C -4.709 -2.030 -0.338  -0.778
138 N -4.181 -2.256 0.859  0.178
139 O -4.182 -2.219 -1.390  0.066
140 H -6.217 -1.038 0.670  0.099
141 H -6.506 -1.387 -0.994  0.109
142 H -3.339 -2.811 0.805  0.076
143 H -4.679 -1.940 1.679  0.113
144 N 1.189 1.354 3.379  0.174
145 C 2.455 1.157 3.116  -0.748
146 N 3.062 1.695 4.147  0.145
147 O 2.990 0.602 2.187  0.050
148 H 0.633 1.136 2.565  0.079
149 H 0.791 1.921 4.115  0.118
150 H 2.521 2.411 4.611  0.103
151 H 4.049 1.861 4.012  0.116

## Properties
charge = 0
E_LUMO = 0.0115 hartree
gap between HOMO and LUMO = 8.534 eV
F_max = 8.6 eV/A
calculated total energy = -2923.805806 Eh

***

gap between HOMO and LUMO of number 1 (C32H92N4O20)? 9.430 eV

***

Which value of gap between HOMO and LUMO does entry 1 give? 9.430 eV